(1)
C20H27N5P2W as an isolated structure. Source: OMol25; level of theory: the ωB97M-V functional and the def2-TZVPD basis.

Geometry (Å):
W (-0.4593, -0.1946, -0.1761)
P (-0.8179, -2.6521, -0.5790)
P (-0.6771, -0.4015, 2.2892)
N (3.8954, 0.2119, -0.1504)
N (0.6895, 2.3822, -1.2685)
N (-0.4820, 1.6803, -1.0237)
N (1.5709, 0.4211, -0.3086)
N (-2.5651, 0.2503, -0.5205)
C (-1.5966, 2.1910, -1.4535)
C (5.6588, 3.1990, -1.3626)
C (-0.0975, -2.8953, 1.1167)
C (1.7274, 1.7144, -0.8866)
C (-5.1576, 1.0685, -1.2029)
C (-4.0534, 1.8572, -1.5478)
C (3.0552, 2.2619, -1.0498)
C (2.6979, -0.2551, 0.0208)
C (0.3478, -3.3216, -1.7833)
C (3.2758, 3.5357, -1.5853)
C (4.5718, 3.9916, -1.7404)
C (-2.1039, 0.3696, 3.0605)
C (-2.7965, 1.4265, -1.1887)
C (-2.3440, -3.6027, -0.6658)
C (4.1630, 1.4918, -0.6838)
C (5.4650, 1.9342, -0.8259)
C (0.7945, 0.0672, 3.2098)
C (-4.9402, -0.1036, -0.5046)
C (-0.8564, -2.2212, 2.2825)
C (-3.6385, -0.4784, -0.1841)
H (-3.0292, 0.0921, 2.5585)
H (1.6750, -0.4711, 2.8591)
H (-2.9856, -3.4506, 0.2000)
H (-1.9254, -2.4470, 2.2432)
H (-1.9897, 1.4548, 3.0536)
H (4.6847, -0.3770, 0.1049)
H (-6.1597, 1.3810, -1.4713)
H (0.7676, -4.2585, -1.4068)
H (-2.0475, -4.6557, -0.7022)
H (-0.4984, -2.6119, 3.2398)
H (-2.8837, -3.3601, -1.5826)
H (-0.1094, -3.9869, 1.2371)
H (-0.1892, -3.5348, -2.7107)
H (-1.5866, 3.1438, -1.9771)
H (-3.4567, -1.3882, 0.3667)
H (0.6271, -0.1830, 4.2618)
H (4.7500, 4.9723, -2.1605)
H (6.3094, 1.3233, -0.5305)
H (-2.1471, 0.0327, 4.1010)
H (-5.7630, -0.7398, -0.2042)
H (2.4376, 4.1541, -1.8737)
H (1.1580, -2.6298, -2.0111)
H (2.6138, -1.2497, 0.4381)
H (6.6667, 3.5728, -1.4883)
H (0.9681, -2.6457, 1.1183)
H (-4.1785, 2.7926, -2.0796)
H (0.9652, 1.1417, 3.1289)

Frontier orbital gap (alpha / beta) (eV): 5.27 / 5.56
E_HOMO (alpha / beta) (hartree): -0.7353 / -0.7358
Charge: +4
Spin multiplicity: 3

=====

(2)
C18H19N3O4Sc as an isolated structure at a distorted geometry. Source: OMol25; level of theory: the ωB97M-V functional and the def2-TZVPD basis.

Geometry (Å):
Sc (-0.0263, 0.2796, -0.1463)
O (1.7299, -0.4946, 0.1142)
O (0.4221, 0.7716, -2.2136)
O (1.2593, 2.1900, -0.7288)
O (-1.2292, -1.0776, -0.6246)
N (-0.0089, 0.5487, 2.0260)
N (3.4528, 2.6163, -1.7780)
N (-1.8112, 1.4307, 0.3081)
C (1.3149, 1.5459, -1.8177)
C (0.5850, -0.2996, 2.7829)
C (-3.8635, -1.8741, -2.9837)
C (-2.7047, -1.9689, -2.2416)
C (3.5951, -3.1047, 1.8011)
C (-2.9496, 1.1994, -0.2288)
C (3.0607, -3.0599, 3.0930)
C (-2.3428, -0.9528, -1.3599)
C (2.0836, -2.1324, 3.3633)
C (2.6128, 1.6645, -2.5794)
C (-3.1951, 0.1602, -1.2214)
C (-4.3886, 0.2154, -1.9604)
C (-4.7210, -0.7754, -2.8522)
C (-1.6646, 2.2801, 1.4889)
C (1.6126, -1.2492, 2.3774)
C (3.1545, -2.2451, 0.8156)
C (-1.0560, 1.4207, 2.6022)
C (2.1515, -1.3091, 1.0750)
H (1.6542, -2.0711, 4.3590)
H (-0.6398, 2.0621, 3.3770)
H (-1.8339, 0.8061, 3.0537)
H (3.4083, -3.7386, 3.8599)
H (2.8461, 2.7982, -0.9854)
H (-5.6349, -0.7161, -3.4282)
H (-2.0486, -2.8264, -2.3218)
H (3.0883, 0.6885, -2.6088)
H (-5.0503, 1.0650, -1.8181)
H (2.4607, 2.0267, -3.5912)
H (-0.9914, 3.1016, 1.2491)
H (3.5591, -2.2874, -0.1878)
H (4.3657, -3.8301, 1.5661)
H (0.3128, -0.3372, 3.8403)
H (4.3285, 2.2027, -1.4643)
H (-3.8181, 1.7711, 0.1032)
H (3.6550, 3.4845, -2.2683)
H (-4.1195, -2.6733, -3.6696)
H (-2.6152, 2.6935, 1.8237)

Frontier orbital gap (eV): 7.75
Energy above the lowest of the compared OMol25 structures with the same formula, charge and spin (eV): 0.563
E_HOMO (hartree): -0.3946
Charge: +1

=====

(3)
C27H24N2O2PRe as an isolated structure at a distorted geometry. Source: OMol25; level of theory: the ωB97M-V functional and the def2-TZVPD basis.

Geometry (Å):
Re (-0.6202, -0.1457, 1.1719)
P (-1.8078, -1.5780, -0.2927)
O (-1.5187, 2.6338, -2.0047)
O (1.1864, 0.2165, 0.3290)
N (0.7565, 2.3590, -0.3004)
N (-2.0981, 1.0663, 0.8246)
C (-1.2934, -1.5066, -2.0280)
C (-3.3616, 0.7083, 0.1916)
C (-4.5347, 2.5478, -0.0429)
C (-2.1640, -3.5665, 1.5617)
C (0.0632, -1.4821, -2.3462)
C (-2.2475, -5.6239, -0.3247)
C (-3.5493, 1.7643, -0.9468)
C (2.7145, 1.2374, -1.1730)
C (-1.7305, 2.4409, 0.4322)
C (-2.0001, -3.2996, 0.1966)
C (-2.4080, -5.8928, 1.0300)
C (-1.8639, -1.6631, -4.3500)
C (0.4474, -1.5342, -3.6765)
C (-0.5157, -1.6308, -4.6715)
C (-2.1844, 2.3760, -1.0603)
C (-0.2310, 2.7593, 0.6899)
C (-5.8543, -0.7285, 0.0203)
C (1.4927, 1.2469, -0.3340)
C (-4.6457, 1.2721, 0.8745)
C (-2.3858, -4.8679, 1.9696)
C (-2.0158, -4.3245, -0.7485)
C (-2.2633, -1.5871, -3.0261)
C (-5.8693, 0.4981, 0.5831)
C (-2.5823, 3.5445, 1.0206)
C (-3.4220, -0.7528, -0.1478)
C (-4.6115, -1.3949, -0.2364)
C (-3.8810, 3.6178, 0.7445)
H (3.1924, 0.2593, -1.1598)
H (-2.5317, -5.0917, 3.0160)
H (-3.9683, 1.4207, -1.8871)
H (-0.2101, -1.6937, -5.7062)
H (1.4937, -1.5212, -3.9395)
H (0.0365, 2.3441, 1.6780)
H (2.4864, 1.5162, -2.2005)
H (-3.3129, -1.6067, -2.7697)
H (3.4321, 1.9666, -0.7921)
H (1.0322, 3.0920, -0.9464)
H (-2.2899, -6.4237, -1.0490)
H (-4.4980, 4.3997, 1.1589)
H (-2.1117, -2.7490, 2.2774)
H (-2.5234, -6.9171, 1.3568)
H (-6.7719, -1.2623, -0.1744)
H (-0.1456, 3.8458, 0.7662)
H (-4.6408, -2.4474, -0.4867)
H (-1.8509, -4.1149, -1.7963)
H (-4.5711, 1.4835, 1.9442)
H (-6.8011, 0.9683, 0.8667)
H (0.8023, -1.4589, -1.5560)
H (-5.4567, 2.8674, -0.5227)
H (-2.6071, -1.7538, -5.1285)
H (-2.0904, 4.2973, 1.6144)

Frontier orbital gap (alpha / beta) (eV): 4.63 / 5.36
Energy above the lowest of the compared OMol25 structures with the same formula, charge and spin (eV): 6.020
E_HOMO (alpha / beta) (hartree): -0.6462 / -0.6449
Charge: +3
Spin multiplicity: 2

=====

(4)
A 20-piece molecular cluster, H40O20 overall at a distorted geometry. Source: OMol25; level of theory: the ωB97M-V functional and the def2-TZVPD basis.

Geometry (Å):
O (10.2013, 10.8393, 10.5374)
O (7.3517, 4.6868, 11.1728)
O (7.8680, 8.2208, 10.5872)
O (4.2959, 5.9046, 9.9450)
O (7.2942, 10.0815, 7.9626)
O (10.3624, 13.5455, 11.7444)
O (8.7034, 14.1126, 14.3936)
O (10.6116, 8.2813, 11.9884)
O (6.1942, 5.2559, 8.1569)
O (5.5552, 11.2756, 10.3530)
O (10.9312, 11.6821, 13.8972)
O (9.1973, 11.8269, 8.0982)
O (8.3166, 13.8115, 10.1067)
O (7.1150, 10.3557, 12.4994)
O (9.1536, 9.4015, 14.1459)
O (8.3639, 6.7121, 13.8749)
O (6.1508, 6.9171, 12.2566)
O (11.2751, 15.5592, 13.8325)
O (8.1781, 7.2925, 8.0502)
O (10.2145, 4.8655, 12.1596)
H (10.5766, 12.2302, 13.1521)
H (11.7818, 14.8846, 14.3470)
H (11.0303, 8.9669, 11.4947)
H (4.6206, 11.1217, 10.1577)
H (5.6063, 5.7090, 8.7635)
H (7.0319, 5.4755, 11.6861)
H (8.6658, 7.5576, 14.2563)
H (6.1562, 6.9940, 13.2294)
H (7.9767, 10.4396, 12.8880)
H (7.4601, 9.0843, 10.6147)
H (7.3061, 9.1117, 7.8374)
H (10.1532, 11.7704, 14.4562)
H (10.3741, 3.8952, 12.2053)
H (8.9645, 13.8686, 13.4738)
H (6.6896, 10.1870, 8.6966)
H (4.1869, 4.9597, 10.0112)
H (9.5107, 13.5458, 11.2676)
H (9.2369, 4.8033, 12.0043)
H (7.6740, 6.5539, 7.6900)
H (11.0416, 7.4384, 11.7625)
H (9.8005, 9.9060, 14.7104)
H (7.8856, 7.4885, 8.9797)
H (5.6352, 11.1168, 11.2735)
H (9.7481, 11.1808, 9.7378)
H (5.6115, 4.5920, 7.8008)
H (9.2682, 14.9032, 14.4789)
H (8.4593, 13.3890, 9.2314)
H (6.5014, 10.1034, 13.2390)
H (10.6606, 11.5811, 10.9097)
H (8.7643, 8.4211, 10.9198)
H (9.1253, 6.4371, 13.3312)
H (8.5379, 11.1338, 7.9868)
H (9.8643, 11.6028, 7.4924)
H (6.9696, 7.3832, 11.9530)
H (7.4045, 13.5641, 10.4193)
H (9.5642, 9.1446, 13.3614)
H (10.4898, 14.4391, 12.0324)
H (11.9237, 16.3087, 13.8066)
H (4.8044, 6.0518, 10.7775)
H (7.3263, 4.8652, 10.2117)

Frontier orbital gap (eV): 10.93
Energy above the lowest of the compared OMol25 structures with the same formula, charge and spin (eV): 0.585
E_HOMO (hartree): -0.3971
Charge: 0

=====

Look up the charge of the fourth one. 0

=====

Which value of charge does entry 4 give? 0

=====

Among the records above, which one has the highest charge? C20H27N5P2W

=====

What is the formula in the third record? C27H24N2O2PRe